{
  "formula": "C6H9Cl",
  "method": "the ωB97M-V functional and the def2-TZVPD basis",
  "elements": ["C", "C", "C", "C", "C", "C", "Cl", "H", "H", "H", "H", "H", "H", "H", "H", "H"],
  "xyz": [[-0.443, 0.096, -0.072], [0.867, 0.193, 0.031], [-1.165, -0.968, 0.673], [-0.176, -1.817, 1.441], [-1.197, 1.159, -0.975], [2.086, 0.788, -0.580], [0.319, -1.610, 3.002], [-1.854, -0.334, 1.367], [-1.787, -1.661, 0.180], [0.230, -2.720, 0.845], [-0.520, 1.634, -1.697], [-1.562, 1.736, -0.216], [-1.956, 0.778, -1.565], [2.613, 0.029, -1.179], [2.908, 1.198, 0.050], [1.636, 1.499, -1.303]],
  "homo_ev": [-7.2, -8.9],
  "multiplicity": 3,
  "s_squared": 2.0144,
  "e_lumo_ev": [1.025, 0.134],
  "charge": 0,
  "homo_lumo_gap_ev": [8.20, 9.01]
}

---

{
  "formula": "C6H9Cl15",
  "method": "the ωB97M-V functional and the def2-TZVPD basis",
  "elements": ["C", "Cl", "Cl", "Cl", "H", "C", "Cl", "Cl", "Cl", "H", "C", "Cl", "Cl", "Cl", "H", "C", "Cl", "Cl", "H", "H", "C", "Cl", "Cl", "H", "H", "C", "Cl", "Cl", "H", "H"],
  "xyz": [[1.469, -3.138, 1.974], [1.763, -1.469, 1.576], [-0.270, -3.499, 2.016], [2.258, -3.542, 3.530], [1.870, -3.780, 1.190], [-3.363, 4.043, -2.101], [-2.348, 3.221, -0.810], [-2.766, 5.667, -2.339], [-5.022, 4.069, -1.557], [-3.229, 3.445, -3.003], [3.639, 2.401, -0.935], [4.141, 1.407, 0.457], [3.800, 1.555, -2.506], [4.518, 3.924, -1.002], [2.582, 2.592, -0.752], [-3.165, -0.808, 4.158], [-3.460, -0.952, 5.917], [-1.441, -0.696, 3.635], [-3.704, -1.602, 3.643], [-3.708, 0.049, 3.760], [1.910, -2.290, -3.009], [1.254, -3.402, -4.169], [2.121, -3.246, -1.552], [2.905, -2.000, -3.348], [1.210, -1.463, -2.892], [-0.648, -0.018, -0.243], [-1.087, -1.605, -0.881], [0.843, 0.501, -1.123], [-1.478, 0.648, -0.481], [-0.593, -0.013, 0.846]],
  "homo_ev": -10.7,
  "e_lumo_ev": 0.204,
  "charge": 0,
  "homo_lumo_gap_ev": 10.89
}

---

{
  "formula": "C6H9Cl2N2",
  "method": "the ωB97M-V functional and the def2-TZVPD basis",
  "elements": ["C", "C", "C", "C", "C", "C", "N", "N", "Cl", "Cl", "H", "H", "H", "H", "H", "H", "H", "H", "H"],
  "xyz": [[-1.824, -1.198, -0.204], [-2.170, 1.133, 0.475], [-2.672, -0.191, 0.094], [-0.109, 0.357, 1.179], [-0.342, -1.080, -0.100], [0.266, -0.911, -1.469], [-0.996, 1.397, 0.893], [1.310, 0.813, 1.103], [-4.435, -0.110, 0.008], [0.446, -2.516, 0.760], [-2.326, -2.019, -0.615], [-2.775, 1.923, 0.416], [-0.499, -0.296, 2.078], [-0.016, -1.969, -2.004], [1.275, -0.743, -1.363], [-0.095, -0.011, -1.944], [1.240, 1.617, 1.630], [1.648, 1.086, 0.118], [1.819, -0.016, 1.409]],
  "homo_ev": -13.3,
  "e_lumo_ev": -4.389,
  "charge": 1,
  "homo_lumo_gap_ev": 8.93
}

---

{
  "formula": "C6H9ClFO2",
  "method": "the ωB97M-V functional and the def2-TZVPD basis",
  "elements": ["C", "C", "C", "C", "C", "C", "O", "O", "F", "Cl", "H", "H", "H", "H", "H", "H", "H", "H", "H"],
  "xyz": [[3.551, 0.859, 0.172], [-0.062, 1.198, 0.184], [-1.876, -0.504, 1.064], [-1.042, -0.465, -1.385], [0.467, -1.089, 0.615], [-0.735, -0.175, 0.061], [3.533, 0.753, 1.317], [3.932, 1.343, -0.802], [0.232, -2.457, 0.258], [1.922, -0.883, -0.615], [0.752, 1.320, -0.424], [-0.841, 1.930, -0.088], [0.173, 1.452, 1.125], [-2.296, 0.393, 1.348], [-2.602, -1.076, 0.649], [-1.553, -1.063, 2.007], [-0.485, 0.143, -1.949], [-2.193, -0.277, -1.751], [-0.877, -1.403, -1.786]],
  "homo_ev": -2.7,
  "e_lumo_ev": 3.612,
  "charge": -1,
  "homo_lumo_gap_ev": 6.36
}

---

{
  "formula": "C6H9ClN2O2",
  "method": "the ωB97M-V functional and the def2-TZVPD basis",
  "elements": ["N", "H", "H", "H", "H", "Cl", "C", "C", "C", "C", "C", "C", "N", "O", "O", "H", "H", "H", "H", "H"],
  "xyz": [[2.481, 4.210, 4.943], [1.992, 3.476, 5.435], [1.839, 4.788, 4.420], [2.960, 3.765, 4.173], [3.101, 4.814, 5.465], [4.432, 3.162, 0.980], [-1.288, 0.144, -1.666], [-0.023, -0.489, -1.421], [-0.030, -1.881, -1.576], [-1.146, -2.638, -1.849], [-2.421, -1.972, -1.975], [-2.440, -0.607, -1.844], [-1.067, -4.042, -2.205], [-2.082, -4.651, -1.920], [0.001, -4.455, -2.485], [-1.452, 1.191, -1.458], [0.924, -0.042, -1.156], [0.959, -2.286, -1.734], [-3.372, -2.426, -2.212], [-3.369, -0.061, -1.919]],
  "homo_ev": -6.9,
  "e_lumo_ev": -1.675,
  "charge": 0,
  "homo_lumo_gap_ev": 5.26
}

---

{
  "formula": "C6H9ClN2O2S",
  "method": "the ωB97M-V functional and the def2-TZVPD basis",
  "elements": ["C", "C", "C", "C", "C", "C", "N", "N", "O", "O", "S", "Cl", "H", "H", "H", "H", "H", "H", "H", "H", "H"],
  "xyz": [[1.083, 1.157, 2.327], [1.986, 1.315, 1.312], [0.473, -0.086, 0.769], [-2.208, -1.581, 0.446], [2.233, 0.349, -0.978], [-1.178, -1.158, -0.520], [0.108, 0.277, 1.947], [1.565, 0.504, 0.282], [-0.430, 0.743, -2.164], [-2.354, 1.205, -0.702], [-1.566, 0.273, -1.436], [-2.817, -0.553, -2.858], [1.066, 1.619, 3.293], [2.865, 1.920, 1.217], [-1.777, -2.197, 1.232], [-2.651, -0.695, 0.891], [-2.988, -2.159, -0.057], [3.283, 0.101, -0.809], [1.754, -0.440, -1.553], [2.162, 1.274, -1.548], [-0.607, -1.869, -1.090]],
  "homo_ev": [-7.7, -9.0],
  "multiplicity": 3,
  "s_squared": 2.0090,
  "e_lumo_ev": [0.595, -3.114],
  "charge": 0,
  "homo_lumo_gap_ev": [8.27, 5.84]
}

---

{
  "formula": "C6H9ClN3O4",
  "method": "the ωB97M-V functional and the def2-TZVPD basis",
  "elements": ["C", "C", "C", "C", "C", "C", "N", "N", "N", "O", "O", "O", "O", "Cl", "H", "H", "H", "H", "H", "H", "H", "H", "H"],
  "xyz": [[-0.941, -1.906, -0.409], [-1.588, -0.798, -0.133], [1.054, -1.097, 0.466], [-0.894, 0.312, 0.582], [3.207, -0.584, 1.553], [-0.720, 2.519, -1.532], [0.358, -2.114, -0.057], [0.486, 0.036, 0.758], [-2.974, -0.421, -0.532], [-3.517, -1.204, -1.296], [-3.369, 0.629, -0.134], [2.352, -1.236, 0.583], [-0.645, 1.239, -1.402], [-1.424, 1.653, 1.381], [-1.460, -2.718, -0.893], [2.844, -0.786, 2.491], [3.307, 0.592, 1.520], [4.066, -1.019, 1.335], [-1.633, 3.149, -1.290], [-0.560, 2.909, -2.574], [0.047, 2.898, -0.771], [0.902, -2.896, -0.466], [1.101, 0.841, 0.820]],
  "homo_ev": [-12.7, -11.9],
  "e_lumo_ev": [-4.689, -4.864],
  "charge": 1,
  "homo_lumo_gap_ev": [7.97, 7.03]
}

---

{
  "formula": "C6H9ClS",
  "method": "the ωB97M-V functional and the def2-TZVPD basis",
  "elements": ["C", "C", "C", "C", "C", "C", "H", "H", "H", "H", "H", "H", "H", "H", "H", "S", "Cl"],
  "xyz": [[-0.368, 1.866, 0.495], [-0.285, 0.806, -0.594], [-1.534, -0.067, -0.800], [0.815, -0.119, -0.195], [0.685, -1.665, -0.342], [0.681, -1.016, 1.070], [-0.287, 1.410, 1.463], [0.525, 2.482, 0.628], [-1.257, 2.559, 0.309], [0.081, 1.120, -1.547], [-1.321, -0.844, -1.605], [1.551, -2.119, -0.570], [-0.109, -2.269, -0.830], [-0.107, -1.274, 1.783], [1.568, -1.153, 1.681], [-3.053, -0.115, -0.310], [2.416, 0.397, -0.636]],
  "homo_ev": -8.8,
  "e_lumo_ev": -0.243,
  "charge": 0,
  "homo_lumo_gap_ev": 8.54
}